[1]
The following is a quantum chemistry calculation of a molecular structure, C24H26BInN8O10 at a distorted geometry, from OMol25.

XYZ file:
```
70
Properties=species:S:1:pos:R:3:forces:R:3:lowdin_charge:R:1
In 6.017131 3.645342 1.955888 -0.07 -0.34 -0.06 0.94
O 3.194049 0.545045 -1.578734 -0.04 -0.08 -1.15 0.20
C 2.612438 0.416451 -0.564223 0.55 0.25 1.95 -0.36
O 1.511441 -0.234773 -0.253319 -0.27 0.05 -0.49 0.21
B 1.114111 0.048117 1.162189 0.72 -0.62 -0.52 -0.84
O 2.213260 0.797979 1.727963 -0.76 0.18 0.20 0.28
C 3.137358 1.047620 0.821834 -1.47 -0.76 -0.48 -0.34
O 4.141458 1.627250 0.967945 1.55 0.98 0.00 0.06
O 0.921965 -1.218166 1.888918 -0.64 0.11 -0.23 0.29
C -0.356482 -1.465931 2.092504 1.78 0.34 0.39 -0.32
O -0.857160 -2.375962 2.624821 -0.91 -0.83 0.21 0.29
C -1.130802 -0.187458 1.540666 0.14 1.23 -0.80 -0.31
O -0.237302 0.665235 1.074691 0.09 -0.57 0.73 0.24
O -2.305402 -0.073466 1.502898 -0.63 -0.25 0.13 0.23
C -2.392551 2.676520 0.321727 -0.80 -1.16 -0.68 -0.05
C -2.933618 3.837798 -0.340704 1.34 -0.65 1.57 -0.25
N -3.310040 4.692181 -0.982769 -0.80 1.49 -1.29 0.20
H -3.228388 1.982006 0.144219 0.53 -0.53 0.12 0.06
H -2.185745 2.609034 1.382994 -0.11 0.94 0.21 0.10
H -1.491859 2.312431 -0.186694 -0.27 0.11 -0.10 0.07
C 5.737389 -1.084541 4.925573 0.95 0.61 -0.82 -0.03
C 5.618571 0.203375 4.233712 -0.13 -1.00 0.57 -0.24
N 5.648010 1.220477 3.720682 -0.09 1.11 -0.69 0.09
H 4.905774 -1.752306 4.759202 -0.36 0.11 0.26 0.08
H 5.988841 -0.859069 5.958149 -0.27 -0.36 0.15 0.10
H 6.607293 -1.534172 4.435628 -0.01 -0.21 0.29 0.10
C -1.430165 -4.464417 0.017046 0.56 -0.34 -0.16 -0.07
C -2.431182 -4.993160 0.930816 0.00 0.14 -0.16 -0.26
N -3.238039 -5.393767 1.639286 -0.12 0.07 0.11 0.17
H -0.479343 -4.328203 0.535556 -0.11 0.13 0.11 0.08
H -1.748487 -3.525507 -0.431008 -0.10 0.06 0.09 0.06
H -1.221049 -5.173573 -0.786143 -0.22 -0.02 0.03 0.09
C -5.570471 0.203660 0.274156 -0.09 1.60 -0.45 -0.06
C -6.070819 1.457310 0.853870 -0.15 -0.20 -0.15 -0.27
N -6.423020 2.466868 1.267684 0.05 0.11 0.10 0.16
H -5.789947 0.253856 -0.796771 -0.27 -0.33 0.11 0.08
H -6.052436 -0.637985 0.749941 0.34 -0.36 0.00 0.08
H -4.489697 0.314093 0.354282 0.09 -0.91 0.33 0.03
C 5.767282 2.432774 -3.246253 0.19 0.23 -0.39 -0.04
C 5.863385 3.177201 -2.006117 -0.02 -0.43 -0.50 -0.24
N 5.998131 3.761641 -1.035930 -0.05 0.33 1.05 0.09
H 6.742336 2.473107 -3.733192 -0.03 -0.12 -0.01 0.10
H 5.048626 2.904157 -3.913916 -0.07 -0.01 0.05 0.09
H 5.483453 1.401329 -3.069676 -0.02 -0.06 0.11 0.07
C 4.579792 -2.402734 -1.553530 0.80 -0.09 0.95 -0.05
C 5.384656 -2.319800 -0.328808 -0.34 -0.07 -0.63 -0.28
N 5.935663 -2.164431 0.658267 0.41 0.11 0.77 0.13
H 4.634167 -1.400612 -1.965785 -0.50 -0.09 -0.40 0.06
H 3.599460 -2.711384 -1.197024 -0.27 0.15 -0.56 0.08
H 5.010967 -3.133184 -2.230171 -0.12 -0.04 -0.12 0.09
C -4.597059 -2.381892 2.718155 -1.39 -0.69 0.28 -0.07
C -3.918582 -2.573284 3.978586 1.16 -0.14 1.21 -0.22
N -3.365196 -2.717277 4.998489 -0.73 0.24 -1.44 0.20
H -3.976348 -2.075951 1.888865 0.23 0.16 0.11 0.05
H -5.448849 -1.713799 2.896527 0.33 0.36 -0.13 0.09
H -5.123199 -3.315807 2.462085 0.43 -0.04 -0.01 0.10
C -2.059442 -0.457286 -2.465341 -0.44 0.01 -0.09 -0.02
C -3.283450 0.008199 -2.918869 0.54 -0.54 0.30 0.06
C -3.427329 1.360647 -3.386620 -0.73 -0.23 -0.40 0.14
C -2.349307 2.206776 -3.402574 0.14 -0.80 0.73 -0.13
C -1.172701 1.789704 -2.845313 1.10 0.05 0.19 0.11
C -0.997156 0.424560 -2.392842 -0.28 0.09 0.00 0.08
N -2.495605 3.554619 -3.916124 0.70 0.60 0.02 -0.36
O -1.481683 4.210430 -3.958580 0.21 0.12 0.01 0.14
O -3.593560 3.882844 -4.244095 -0.92 0.24 -0.34 0.16
H -1.925664 -1.499206 -2.209634 -0.08 0.03 0.12 0.12
H -4.113401 -0.687466 -2.937155 -0.16 0.24 -0.19 0.14
H -4.375710 1.706113 -3.790684 0.04 0.01 0.15 0.16
H -0.308174 2.440810 -2.765236 -0.24 0.22 -0.15 0.15
H -0.030575 0.099021 -2.031982 0.12 0.06 -0.09 0.12
```
Positions in Å, forces in eV/Å.

Calculated values
- E_LUMO (hartree) = -0.490
- HOMO level (eV) = -15.472
- charge = +2
- orbital gap (eV) = 2.1


[2]
The following is a quantum chemistry calculation of 2 unconnected molecules or ions with the total composition C4H5BrIO4 at a distorted geometry, from OMol25.

XYZ file:
```
15
Properties=species:S:1:pos:R:3:forces:R:3:lowdin_charge:R:1
O 1.724306 -1.773930 1.733981 -0.35 1.05 -0.79 0.11
C 1.308821 -0.926607 0.985114 0.39 -0.48 1.01 -0.53
O 0.132347 -0.252077 1.208959 0.15 -0.79 0.31 0.04
C -0.346588 0.177979 -0.040630 -0.64 0.85 -0.54 -0.96
O -0.973000 -0.860050 -0.712479 0.23 -0.10 -0.37 -0.03
Br -1.659448 1.586310 0.133282 0.09 0.00 0.28 0.90
C 0.886801 0.627833 -0.794089 0.64 -0.62 0.15 -0.21
C 1.925309 -0.384687 -0.298347 -0.54 -0.45 -0.37 -0.59
I 2.241471 -2.036342 -1.644570 0.12 0.17 0.12 0.87
H -0.925552 -1.673732 -0.209385 -0.16 -0.18 0.36 0.11
H 0.714238 0.590317 -1.855957 -0.03 0.15 -0.30 0.11
H 1.230429 1.600557 -0.476413 -0.25 0.42 0.02 0.11
H 2.892149 0.047644 -0.109273 0.33 -0.04 0.08 0.08
O -5.042346 1.742006 0.973694 0.24 0.10 -0.07 -0.70
H -4.108938 1.534777 1.106112 -0.23 -0.08 0.10 -0.32
```
Positions in Å, forces in eV/Å.

Calculated values
- E_LUMO (hartree) = 0.060
- HOMO level (eV) = -2.094
- charge = -1
- orbital gap (eV) = 3.7


[3]
The following is a quantum chemistry calculation of 2 unconnected molecules or ions with the total composition C5H8O2 at a distorted geometry, from OMol25.

XYZ file:
```
15
Properties=species:S:1:pos:R:3:forces:R:3:lowdin_charge:R:1
C -1.359899 -0.708310 0.112229 0.00 -0.02 -0.01 -0.06
C -0.629257 0.518174 0.645051 0.09 -0.27 0.21 -0.46
O -0.864887 1.658787 -0.175431 -0.17 0.09 -0.05 -0.06
C 0.869792 0.399117 0.738313 0.12 -0.14 0.04 -0.15
C 1.599271 -0.706745 0.638459 -0.12 0.09 0.05 0.00
C 0.808185 0.030137 -2.571986 1.16 0.33 -0.43 0.02
O 1.855165 0.356283 -2.864188 -1.12 -0.31 0.32 0.04
H -2.443053 -0.533950 0.141139 0.17 -0.03 -0.02 0.08
H -1.066910 -0.908654 -0.922709 -0.03 0.01 0.20 0.05
H -1.157139 -1.592632 0.725357 -0.01 0.14 -0.07 0.08
H -1.818430 1.765624 -0.261789 0.06 0.06 -0.03 0.09
H 1.361890 1.352732 0.927692 -0.04 -0.12 -0.03 0.11
H -0.995479 0.725668 1.667351 0.06 -0.01 -0.17 0.14
H 2.679638 -0.673191 0.756643 -0.18 0.01 -0.05 0.06
H 1.161108 -1.683042 0.443866 0.02 0.15 0.03 0.06
```
Positions in Å, forces in eV/Å.

Calculated values
- E_LUMO (hartree) = 0.034
- HOMO level (eV) = -9.804
- orbital gap (eV) = 10.7
- ΔE to the lowest compared entry with this formula, charge and spin (kJ/mol) = 129.67


[4]
The following is a quantum chemistry calculation of 2 unconnected molecules or ions with the total composition C6H9N2O2 at a distorted geometry, from OMol25.

XYZ file:
```
19
Properties=species:S:1:pos:R:3:forces:R:3:lowdin_charge:R:1
C 0.274508 -2.731247 -2.301846 1.62 -1.80 0.33 -0.05
C 1.188052 -1.563435 -1.897338 -0.50 -0.01 -5.51 -0.87
O 1.684586 -0.864257 -2.819885 0.09 -0.35 -1.16 -0.12
O 1.249695 -1.265289 -0.763947 0.38 0.60 6.74 -0.03
H 0.784144 -3.436132 -3.022378 -0.67 0.85 0.53 0.07
H -0.623963 -2.349574 -2.688618 -1.10 0.63 -1.03 0.03
H -0.039159 -3.304027 -1.421587 0.31 -0.01 0.01 0.05
C -0.779662 1.199932 3.548398 -0.09 0.54 1.82 -0.10
C -1.286544 1.700484 0.024685 -0.26 -1.79 4.32 -0.19
C 0.195301 0.510762 1.151282 -4.15 2.37 2.44 -0.06
C -0.744299 1.113603 2.065439 0.70 -1.26 -2.39 -0.37
N -0.272447 0.811265 -0.056938 1.40 2.33 -4.25 0.02
N -1.689256 1.787753 1.326898 1.11 0.52 -1.25 0.05
H 0.344212 0.796688 -0.951543 -1.29 -0.88 2.15 0.19
H -1.843978 2.079574 -0.754137 -0.78 0.66 -1.67 0.07
H 0.919809 -0.177211 1.179743 2.74 -2.23 0.64 0.06
H -0.220342 2.162178 3.761573 -0.55 -1.05 0.39 0.07
H -0.309482 0.352216 4.154779 -0.41 1.07 -1.16 0.08
H -1.837700 1.338941 3.979375 1.47 -0.20 -0.95 0.08
```
Positions in Å, forces in eV/Å.

Calculated values
- E_LUMO (hartree) = 0.136
- HOMO level (eV) = -4.172
- charge = -1
- orbital gap (eV) = 7.9
- ΔE to the lowest compared entry with this formula, charge and spin (kJ/mol) = 170.61


[5]
The following is a quantum chemistry calculation of C9H11N3O2 in the gas phase at a distorted geometry, from OMol25.

XYZ file:
```
25
Properties=species:S:1:pos:R:3:forces:R:3:lowdin_charge:R:1
C 1.259236 1.908990 1.945644 1.04 -0.78 -3.44 0.03
C 2.202779 1.216921 0.895321 -0.51 2.11 1.02 -0.55
O 3.235061 1.721394 0.476608 0.04 -0.19 0.49 0.04
N 1.707673 0.134689 0.322616 -2.94 -1.36 -0.26 0.00
C 2.401626 -0.624772 -0.672976 0.73 -2.31 -0.53 -0.07
N 0.171775 -0.497747 0.856917 5.17 3.03 -2.91 0.03
N 0.316381 -1.282895 1.815797 -3.05 -1.86 0.98 -0.10
O 1.341831 -1.419808 2.385297 1.92 0.08 0.68 0.04
C -0.848127 -0.455117 -0.110496 -0.63 -0.45 -0.55 -0.20
C -1.865252 -1.415253 0.017710 1.14 1.34 1.41 -0.04
C -2.962113 -1.355105 -0.767338 -2.97 -4.01 0.88 -0.10
C -3.066540 -0.476527 -1.785119 0.46 0.28 0.49 -0.11
C -2.097273 0.461080 -1.858986 1.55 2.18 -3.12 -0.10
C -0.917362 0.510078 -1.131632 -0.65 0.12 2.23 -0.01
H 1.243767 2.881484 1.460751 -0.52 0.39 0.43 0.08
H 0.314364 1.370182 1.811179 0.17 0.73 1.21 0.06
H 1.801862 1.981809 2.845973 -0.05 -0.16 1.37 0.07
H 3.539792 -0.442317 -0.737152 -2.10 0.54 0.11 0.13
H 2.391555 -1.656920 -0.259063 -0.09 0.20 -0.65 0.08
H 1.884311 -0.651078 -1.686709 0.80 0.35 1.22 0.10
H -1.879379 -1.914534 0.962698 0.09 -0.95 0.03 0.10
H -3.791237 -2.178688 -0.554710 1.69 2.00 -0.57 0.16
H -3.873351 -0.434210 -2.431813 -1.47 -0.06 -1.09 0.09
H -2.151297 1.161761 -2.731712 -0.12 -0.32 1.07 0.13
H -0.360084 1.456584 -1.068804 0.30 -0.89 -0.48 0.13
```
Positions in Å, forces in eV/Å.

Calculated values
- E_LUMO (hartree) = 0.002
- SMILES = CC(=O)N(C)N(N=O)c1ccccc1
- HOMO level (eV) = -9.427
- orbital gap (eV) = 9.5
- ΔE to the lowest compared entry with this formula, charge and spin (kJ/mol) = 431.33


[6]
The following is a quantum chemistry calculation of 2 unconnected molecules or ions with the total composition CH2IP at a distorted geometry, from OMol25.

XYZ file:
```
5
Properties=species:S:1:pos:R:3:forces:R:3:lowdin_charge:R:1
C 0.721075 0.235698 -0.011163 -2.74 2.86 -0.17 -0.54
P 1.484589 1.688644 -0.206881 0.89 -1.63 0.12 0.75
I 4.245436 -0.195239 0.162799 -0.98 0.97 -0.17 -0.10
H -0.404363 0.102597 0.046199 1.39 0.34 -0.28 0.02
H 1.278621 -0.575407 0.231491 1.44 -2.55 0.50 -0.13
```
Positions in Å, forces in eV/Å.

Calculated values
- E_LUMO (spin up / spin down) (hartree) = -0.071 / -0.098
- HOMO level (spin up / spin down) (eV) = -9.332 / -9.141
- orbital gap (spin up / spin down) (eV) = 7.4 / 6.5
- ΔE to the lowest compared entry with this formula, charge and spin (kJ/mol) = 153.89